[1]
Computed, not measured: the molecule C4H8BrF at a distorted geometry, with ωB97M-V/def2-TZVPD.

## Properties
**Kohn-Sham gap**: 10.6 eV
**Structure (SMILES)**: CC(C)[C@@H](F)Br
**DFT total energy**: -2831.02707 Ha
**Energy above the lowest of the compared OMol25 structures with the same formula, charge and spin**: 1.537 eV
**HOMO level**: -9.60 eV

Positions of all 14 atoms, in Å:
F1 -1.51252 1.45440 -0.62049
H1 1.68069 0.65693 1.63115
C1 0.12323 -0.39935 0.30934
H2 0.41660 -0.37460 -1.82933
H3 0.04338 -1.04794 1.18487
H4 -1.52897 1.26222 1.27568
Br1 -2.80695 -0.64911 0.45013
H5 1.20197 -1.62952 -1.06888
C2 1.24859 0.67957 0.53572
H6 1.96259 0.50590 -0.25016
C3 -1.39934 0.66878 0.36324
H7 -0.52279 -1.72758 -1.36340
H8 0.78308 1.62026 0.39837
C4 0.31044 -1.01994 -1.01624

Forces on atoms 1 to 6 (eV/Å):
-0.1 2.2 -3.6
-0.6 -0.1 -2.3
-1.6 4.3 1.2
0.1 1.7 -1.0
-0.3 -0.1 -0.5
0.6 -0.4 0.2

The net atomic charges from Löwdin, expressed in e, are:
1 F 0.0210
2 H 0.1152
3 C -0.3441
4 H 0.0585
5 H 0.1038
6 H 0.0840
7 Br 0.6704
8 H 0.0805
9 C -0.0825
10 H 0.0568
11 C -0.7559
12 H 0.0943
13 H 0.0370
14 C -0.1390

***

[2]
Computed, not measured: a cluster of 2 separate species, C4H11N3O in total at a distorted geometry, with ωB97M-V/def2-TZVPD.

## Properties
**Kohn-Sham gap (alpha / beta)**: 7.5 / 8.0 eV
**Multiplicity**: 3
**DFT total energy**: -398.26038 Ha
**Energy above the lowest of the compared OMol25 structures with the same formula, charge and spin**: 0.000 eV
**HOMO level (alpha / beta)**: -6.48 / -8.67 eV

Positions of all 19 atoms, in Å:
C1 -1.75939 0.27056 1.56315
H1 3.35951 -0.91711 -1.28490
O1 2.98817 1.11247 0.62442
H2 -0.34266 -1.31586 1.16888
H3 -0.35967 -0.45600 -1.49016
H4 -2.00734 0.05560 -0.92606
N1 0.63148 0.36567 0.80856
N2 0.66053 1.48032 1.25958
H5 -1.85661 -0.04082 2.60868
H6 2.91990 0.82330 -1.60700
H7 -1.64465 1.33251 1.50475
H8 1.63891 1.97592 1.15068
H9 1.77874 -0.48391 -1.78597
C2 -0.62585 -0.35396 0.73085
H10 -1.42477 -1.52847 -1.00839
N3 2.62263 -0.01293 0.20501
C3 -1.07475 -0.50283 -0.72575
C4 2.65534 -0.14630 -1.18807
H11 -2.61009 0.01280 0.92914

Forces on atoms 1 to 6 (eV/Å):
-0.1 -0.6 -1.1
1.5 -0.9 -1.3
1.3 -0.9 0.0
-0.2 -0.2 -0.3
1.3 1.2 -0.8
0.9 0.4 -0.1

The net atomic charges from Löwdin, expressed in e, are:
1 C -0.0668
2 H 0.0604
3 O -0.1074
4 H 0.1360
5 H 0.0250
6 H 0.0809
7 N -0.0726
8 N 0.1191
9 H 0.0804
10 H 0.0910
11 H 0.0481
12 H 0.0988
13 H 0.0739
14 C -0.4024
15 H 0.0934
16 N -0.1501
17 C -0.0580
18 C -0.1111
19 H 0.0613

***

[3]
Computed, not measured: a cluster of 2 separate species, C23H25F6N2O in total at a distorted geometry, with ωB97M-V/def2-TZVPD.

## Properties
**Kohn-Sham gap**: 7.6 eV
**Net charge**: +1
**DFT total energy**: -1675.15418 Ha
**HOMO level**: -13.01 eV

Positions of all 57 atoms, in Å:
H1 2.74235 -4.43545 2.85254
C1 0.67787 -1.65788 1.30665
F1 -5.96438 2.92928 -3.64677
H2 0.43626 0.10824 3.96371
H3 -1.39456 3.10300 -0.74549
H4 -5.09040 0.21403 -2.38524
F2 4.79168 2.80103 -3.66449
H5 2.50166 -3.05261 0.14473
C2 3.17340 2.14289 -1.98354
H6 0.00808 -1.57676 3.77705
H7 -2.60021 1.17254 2.20133
C3 3.34529 -5.49544 1.06469
C4 4.53595 2.70022 -2.31619
F3 -6.80992 1.98630 -1.84424
N1 1.84708 -2.04038 1.84737
H8 3.73696 -2.75342 1.38358
C5 -2.23429 0.13360 2.20114
H9 3.91337 0.23545 -1.29803
H10 -3.08061 -0.55006 2.01246
C6 -5.79450 2.78994 -2.28905
F4 5.54378 1.95365 -1.78571
C7 2.69291 -3.04370 1.22577
C8 -3.42702 3.01662 -1.44438
H11 -1.75612 0.63095 4.29688
C9 1.77081 0.36485 -1.19471
C10 -1.67076 -0.20223 3.59429
F5 4.65372 3.96190 -1.79708
C11 0.77345 2.38844 -1.97493
C12 0.09445 -0.38891 1.91551
C13 -4.45936 2.20214 -1.89660
H12 4.40988 -5.25844 1.15738
C14 2.03867 2.91163 -2.22725
H13 1.43098 -4.71882 1.69040
H14 0.82234 0.41328 1.79866
H15 2.14807 3.89444 -2.69342
C15 -3.03098 0.27703 -1.73022
H16 -2.20778 -1.03431 4.06217
C16 3.03874 0.86498 -1.44615
H17 1.67440 -0.65276 -0.83490
C17 -2.18801 2.46449 -1.13715
C18 -0.19665 -0.56805 3.39147
H18 -0.64410 -0.59432 -1.05793
H19 2.25052 -1.50491 2.62062
H20 -2.88971 -0.79370 -1.86580
C19 -1.94469 1.08697 -1.29240
F6 -5.98841 4.02726 -1.74784
C20 0.57895 1.12182 -1.34053
C21 2.49162 -4.45234 1.78192
H21 -3.57124 4.09046 -1.37982
C22 -4.27578 0.82711 -2.01328
H22 3.09325 -5.54677 -0.00092
N2 -1.15379 -0.12228 1.18304
C23 -0.66708 0.49390 -0.93853
H23 -0.08672 2.98842 -2.25346
H24 -1.37941 -1.10257 0.86298
O1 0.11261 -2.26666 0.38854
H25 3.17741 -6.48405 1.50115

Forces on atoms 1 to 6 (eV/Å):
-0.1 -0.1 -0.2
0.4 -0.5 -0.2
0.5 -0.3 1.5
0.0 0.0 0.1
-0.4 -0.1 0.0
0.2 0.0 0.1

The net atomic charges from Löwdin, expressed in e, are:
1 H 0.1131
2 C -0.4570
3 F 0.1313
4 H 0.1188
5 H 0.1217
6 H 0.1359
7 F 0.1337
8 H 0.1236
9 C -0.0853
10 H 0.1267
11 H 0.1208
12 C -0.1049
13 C -0.5055
14 F 0.1252
15 N 0.0825
16 H 0.1297
17 C -0.1273
18 H 0.1329
19 H 0.1267
20 C -0.5051
21 F 0.1298
22 C -0.1971
23 C 0.0239
24 H 0.1149
25 C 0.0164
26 C -0.1420
27 F 0.1291
28 C 0.0267
29 C -0.2465
30 C -0.0936
31 H 0.0765
32 C 0.0251
33 H 0.1124
34 H 0.1535
35 H 0.1427
36 C 0.0235
37 H 0.1169
38 C 0.0271
39 H 0.1056
40 C -0.0108
41 C -0.1255
42 H 0.1230
43 H 0.1635
44 H 0.1292
45 C -0.2011
46 F 0.1271
47 C -0.1481
48 C -0.2469
49 H 0.1327
50 C 0.0186
51 H 0.0786
52 N 0.0273
53 C 0.0954
54 H 0.1080
55 H 0.1290
56 O 0.0405
57 H 0.0774

***

[4]
Computed, not measured: a cluster of 2 separate species, C5H13N2 in total at a distorted geometry, with ωB97M-V/def2-TZVPD.

## Properties
**Kohn-Sham gap**: 11.5 eV
**Net charge**: +1
**DFT total energy**: -307.49527 Ha
**Energy above the lowest of the compared OMol25 structures with the same formula, charge and spin**: 3.438 eV
**HOMO level**: -14.88 eV

Positions of all 20 atoms, in Å:
H1 3.87157 -0.12506 0.36174
H2 -3.09800 -0.43769 1.30357
C1 -1.89150 -0.10795 -1.06638
N1 1.16831 0.10148 -0.44962
H3 1.02730 0.36920 1.58713
H4 3.32460 -0.83116 1.63481
C2 -2.05083 -0.36783 1.32861
N2 -1.31408 -0.19146 0.07869
H5 -1.99049 1.20876 -2.57412
C3 1.78734 0.17077 0.68146
H6 -1.66792 0.30808 2.06505
H7 -2.86334 -0.37987 -1.23175
H8 -1.18482 -0.42753 -2.88387
C4 -1.29911 0.36683 -2.28866
H9 -0.36248 0.65870 -2.03932
H10 1.86028 0.15497 -1.19432
H11 3.33891 0.83191 1.91721
C5 3.21892 0.05818 1.12021
H12 -1.65015 -1.23768 1.77926
H13 -0.22452 -0.12264 -0.12970

Forces on atoms 1 to 6 (eV/Å):
2.2 0.8 -2.3
-1.3 0.2 -0.6
0.9 -0.1 1.6
2.6 0.5 1.4
1.7 -0.8 -1.7
-0.4 -2.1 1.6

The net atomic charges from Löwdin, expressed in e, are:
1 H 0.0551
2 H 0.0901
3 C -0.0858
4 N 0.0651
5 H 0.1554
6 H 0.0674
7 C -0.0064
8 N 0.0381
9 H 0.1522
10 C -0.1841
11 H 0.0906
12 H 0.1211
13 H 0.0715
14 C -0.0005
15 H 0.0283
16 H 0.1101
17 H 0.1204
18 C -0.0266
19 H 0.0855
20 H 0.0525

***

[5]
Computed, not measured: a cluster of 2 separate species, C3H4BrN in total at a distorted geometry, with ωB97M-V/def2-TZVPD.

## Properties
**Kohn-Sham gap**: 8.7 eV
**Structure (SMILES)**: C=C=C=N.Br
**DFT total energy**: -2745.36455 Ha
**Energy above the lowest of the compared OMol25 structures with the same formula, charge and spin**: 2.652 eV
**HOMO level**: -9.41 eV

Positions of all 9 atoms, in Å:
H1 -1.31102 -0.31904 0.04551
C1 0.71790 0.00703 -0.09797
H2 2.33171 -0.89551 -1.16705
C2 0.09432 1.02136 0.36736
N1 -0.36997 2.06374 0.73459
H3 1.07669 -1.90557 -0.62069
C3 1.37281 -0.92874 -0.74102
Br1 -2.71917 -0.95515 0.12076
H4 -1.19327 1.91188 1.35851

Forces on atoms 1 to 6 (eV/Å):
-1.7 -1.1 0.1
0.3 0.3 -0.8
1.1 1.0 -0.8
1.9 -1.7 -1.1
-1.8 1.7 2.0
-1.1 -2.3 0.1

The net atomic charges from Löwdin, expressed in e, are:
1 H -0.2511
2 C -0.1049
3 H 0.0569
4 C -0.3015
5 N 0.1658
6 H 0.0380
7 C 0.0688
8 Br 0.2292
9 H 0.0989

***

[6]
Computed, not measured: the molecule C2H8N2S at a distorted geometry, with ωB97M-V/def2-TZVPD.

## Properties
**Kohn-Sham gap**: 9.6 eV
**Structure (SMILES)**: CCNSN
**DFT total energy**: -588.63294 Ha
**Energy above the lowest of the compared OMol25 structures with the same formula, charge and spin**: 1.277 eV
**HOMO level**: -8.61 eV

Positions of all 13 atoms, in Å:
H1 -2.79974 1.47541 0.48221
H2 -0.68199 -0.80172 -0.86557
N1 -1.87245 1.76619 0.71877
S1 -0.63748 0.74234 1.45156
N2 0.27320 0.77183 0.07583
H3 -2.07255 2.58155 1.41582
H4 2.34786 -1.76227 -0.66998
H5 0.79547 -2.49027 -0.62398
H6 0.57119 -0.02940 -1.82169
H7 1.40849 -1.57590 0.74216
C1 1.29351 -1.57916 -0.29423
C2 0.34193 -0.48980 -0.84331
H8 1.03256 1.39120 0.23243

Forces on atoms 1 to 6 (eV/Å):
-0.4 -1.3 0.0
-0.4 -0.5 0.0
-0.1 3.0 3.1
-1.7 0.5 -1.5
0.2 -2.3 -0.4
0.7 -1.7 -1.7

The net atomic charges from Löwdin, expressed in e, are:
1 H -0.0124
2 H 0.0769
3 N -0.3470
4 S 0.7412
5 N -0.4618
6 H 0.0437
7 H 0.0867
8 H 0.0598
9 H 0.1056
10 H 0.0315
11 C -0.1065
12 C -0.2496
13 H 0.0319